Computed, not measured: a gas-phase ion, C4H8N4O (charge +2) in a non-equilibrium geometry, with ωB97M-V/def2-TZVPD.

Structure (XYZ):
```
17
Properties=species:S:1:pos:R:3:forces:R:3
C -2.273528 -1.528818 -0.223504 0.2354 -0.2291 0.0318
C 0.009268 -0.867715 -0.420128 -1.2675 -1.0551 -0.2293
C -3.100943 0.903557 0.725088 0.2415 -0.0668 -0.4680
C 1.456391 -0.784018 -0.066949 -0.2087 -1.4942 1.7004
N -0.969371 -1.563604 -0.437773 2.0750 0.4448 -0.4101
N -1.709725 0.653254 0.391336 0.1200 -0.8827 0.0042
N -2.507908 -0.334212 0.268812 0.3489 2.1400 -0.9374
N 2.274553 0.234697 -0.830556 -2.8564 1.1519 -0.1806
O 1.674922 -0.484354 1.302128 1.5131 -2.1280 -0.1968
H -3.026029 -2.261045 -0.403615 -0.0456 -0.5041 -0.1056
H -3.756869 1.567173 0.207009 -0.2564 -0.0339 -0.9902
H -3.251097 0.733237 1.712101 -1.0583 0.4995 3.1143
H 1.744552 -1.862364 -0.369023 0.1376 1.6323 0.2640
H 3.187914 -0.136848 -0.663653 1.4499 0.4578 -0.5893
H 2.135456 1.194090 -0.343709 0.5166 -1.6636 -0.8816
H 1.954540 0.305278 -1.848935 1.0692 -0.1014 1.3330
H 2.338044 -1.155474 1.770998 -2.0142 1.8324 -1.4588
```
Positions in Å, forces in eV/Å.

Values from the calculation:
Frontier orbital gap (alpha / beta) (eV): 8.123 / 8.124
Electronic energy (eV): -12261.6152
Max |F| (eV/Å): 3.33
Net charge: +2